{"formula": "C4H33N2O11", "method": "wB97M-V/def2-TZVPD", "de_lowest_kcal_mol": 57.2, "charge": 1, "multiplicity": 1, "fmax_ha_per_bohr": 0.0627, "species": ["C", "C", "C", "C", "N", "N", "H", "H", "H", "H", "H", "H", "H", "H", "H", "H", "H", "H", "H", "O", "H", "H", "O", "H", "H", "O", "H", "H", "O", "H", "H", "O", "H", "H", "O", "H", "H", "O", "H", "H", "O", "H", "H", "O", "H", "H", "O", "H", "H", "O"], "xyz": [[-1.00887, -0.80816, 1.97782], [0.07796, 0.20979, 1.50398], [1.45449, -0.29021, 1.78006], [2.36974, 0.41577, 2.47617], [1.73968, -1.59231, 1.34078], [-1.40433, -1.72393, 0.92535], [-0.65742, -1.22678, 2.94930], [-1.84641, -0.12962, 2.21235], [-0.05002, 0.57349, 0.48118], [-0.13975, 1.17904, 2.00543], [3.34316, -0.02747, 2.62082], [2.07811, 1.35090, 2.89982], [2.72572, -1.73941, 1.18336], [1.08615, -1.86002, 0.62750], [-0.80501, -2.60779, 0.98620], [-2.36031, -2.06250, 0.93663], [-1.32731, -1.32621, -0.03819], [0.09315, 3.02563, -1.19464], [0.82134, 1.84085, -1.92711], [0.00952, 2.07870, -1.48740], [1.35507, 5.08726, -0.40399], [0.60592, 4.35983, 0.66134], [0.99159, 4.20614, -0.24356], [2.16505, 0.26549, -2.50268], [2.77471, -0.52642, -3.46613], [1.85840, -0.38708, -3.16509], [-0.22838, -4.45879, 2.38711], [-0.92462, -5.00431, 1.20053], [-0.72289, -4.15008, 1.61524], [-1.99170, -3.89501, -1.56774], [-0.43449, -3.31792, -1.69706], [-1.20603, -3.57113, -1.13211], [-0.95380, 4.19146, 2.56801], [-1.76201, 3.83411, 1.31494], [-0.95867, 4.31472, 1.61288], [-3.74895, 3.42401, 1.61306], [-3.35131, 2.53454, 0.37250], [-3.16266, 2.72317, 1.30123], [-1.18810, 0.86776, -0.81226], [-2.29551, 0.45695, -1.67475], [-1.95832, 0.26147, -0.78813], [2.95516, 0.82919, 0.22103], [3.80322, 1.47909, -0.90262], [3.33429, 0.67332, -0.66126], [1.35319, -3.30402, -2.55798], [1.29912, -1.80217, -2.54103], [0.95720, -2.58500, -2.04620], [-2.29385, -0.56768, -4.00037], [-0.81321, -0.45834, -3.66212], [-1.65797, -0.76030, -3.30220]], "forces_ev_per_a": [[-0.1, 3.1, 0.8], [-0.6, 0.5, 0.6], [1.2, 0.3, 0.6], [-0.8, -0.7, -0.8], [-0.8, 1.0, 0.4], [1.3, -1.9, -0.9], [-0.4, -0.5, -1.1], [0.0, -0.7, -0.1], [0.2, -0.8, -0.1], [0.5, -0.8, 0.3], [0.2, 0.2, 0.3], [0.2, 0.5, 0.2], [-0.2, -0.4, -0.3], [0.7, -0.5, -0.7], [-1.1, 0.7, -0.3], [-0.2, 0.0, 0.5], [0.0, 0.2, 0.6], [0.4, -0.8, -0.1], [0.3, 0.2, -0.1], [-0.8, 0.5, 0.3], [0.1, -0.2, -0.5], [-0.2, -0.7, -0.9], [0.1, 1.0, 1.2], [-0.9, -0.2, 0.6], [-0.4, -0.7, -0.8], [1.6, 1.1, 0.1], [0.1, 0.5, 0.1], [-0.1, 0.6, -0.5], [0.3, -1.4, 0.7], [0.3, 0.1, -0.7], [-1.1, 0.1, -0.1], [0.1, -0.1, 1.0], [0.0, 0.1, 0.0], [0.5, 0.0, 0.2], [-0.2, 0.0, 0.2], [-0.2, -0.2, -0.3], [-0.2, 0.1, 0.2], [0.2, 0.0, 0.1], [-0.2, 0.0, 0.0], [-0.1, -0.7, 0.0], [0.0, 0.9, -0.1], [0.0, 0.1, -0.1], [0.0, 0.0, 0.2], [-0.2, 0.0, -0.4], [0.0, -0.2, 0.3], [-0.4, 0.1, 0.5], [0.8, -0.3, -0.7], [0.0, -0.1, -0.1], [0.0, -0.1, 0.1], [0.0, 0.2, -0.4]]}